P) C6H15NO | ωB97M-V with the def2-TZVPD basis set

Structure (XYZ):
```
23
C6H15NO | OMol25 | ωB97M-V with the def2-TZVPD basis set
C 2.804 0.568 -1.788
C 1.305 0.389 -1.488
N 1.075 -0.602 -0.429
C 0.962 -0.011 0.900
C -0.458 0.500 1.208
C -1.411 -0.696 1.393
C -2.616 -0.774 0.470
O -3.282 0.501 0.478
H 3.384 -0.006 -1.064
H 3.089 1.606 -1.846
H 3.084 0.093 -2.735
H 0.800 0.024 -2.376
H 0.937 1.360 -1.163
H 0.281 -1.172 -0.624
H 1.734 0.751 1.018
H 1.210 -0.781 1.638
H -0.423 1.011 2.169
H -0.783 1.192 0.443
H -0.876 -1.652 1.445
H -1.791 -0.709 2.416
H -2.322 -0.987 -0.545
H -3.333 -1.483 0.877
H -3.370 0.876 -0.398
```

Calculated values
- SMILES string: CCNCCCCO
- Net charge: 0
- LUMO level: 0.86 eV
- HOMO: -8.5683 eV

natural (NBO) atomic charge list, values in e, 2 entries:
1. C -0.6289
2. C -0.2226

---

Q) C6H15NO | ωB97M-V with the def2-TZVPD basis set

Structure (XYZ):
```
23
C6H15NO | OMol25 | ωB97M-V with the def2-TZVPD basis set
C 1.347 1.763 1.899
C 0.603 2.333 0.714
C 0.360 1.270 -0.408
N -0.547 0.285 -0.010
C -0.567 -0.841 -0.878
C 0.739 -1.845 -0.700
C -1.873 -1.666 -0.385
O -2.216 -2.554 -1.477
H 1.821 0.906 1.639
H 0.767 1.792 2.787
H 2.226 2.435 2.107
H -0.390 2.542 1.085
H 1.153 3.176 0.432
H 0.046 1.808 -1.358
H 1.364 0.817 -0.737
H -0.337 0.021 0.994
H -0.576 -0.359 -1.882
H 0.429 -2.845 -0.983
H 1.519 -1.507 -1.366
H 1.080 -1.962 0.381
H -2.662 -0.979 -0.066
H -1.734 -2.401 0.477
H -2.552 -2.191 -2.268
```

Calculated values
- SMILES string: CCCN[C@@H](C)CO
- Net charge: 0
- LUMO level: 1.04 eV
- HOMO: -8.5519 eV

natural (NBO) atomic charge list, values in e, 2 entries:
1. C -0.6198
2. C -0.4107

---

Which of them is most stable, and which least? Most stable: P); least stable: Q).

---

P) C6H15NO | ωB97M-V with the def2-TZVPD basis set

Structure (XYZ):
```
23
C6H15NO | OMol25 | ωB97M-V with the def2-TZVPD basis set
C -2.643 -0.507 0.268
C -1.911 0.737 0.932
C -2.050 1.779 -0.145
N -0.826 2.067 -0.691
O -3.031 2.458 -0.368
H -2.629 -0.510 -0.821
H -3.685 -0.317 0.523
H -2.128 -1.416 0.612
H -2.513 1.177 1.730
H -0.858 0.579 1.192
H -0.586 2.752 -1.386
H 0.009 1.647 -0.308
C 1.837 -2.166 -0.600
C 1.564 -0.671 -0.271
C 2.693 0.024 0.453
H 1.653 -2.789 0.284
H 2.854 -2.238 -1.021
H 1.049 -2.435 -1.309
H 1.453 -0.105 -1.202
H 0.567 -0.653 0.200
H 3.564 0.188 -0.188
H 2.471 1.011 0.885
H 3.145 -0.612 1.232
```

Calculated values
- SMILES string: CCC(N)=O.CCC
- Net charge: 0
- LUMO level: 0.77 eV
- HOMO: -9.6494 eV

natural (NBO) atomic charge list, values in e, 2 entries:
1. C -0.6126
2. C -0.4953

---

Q) C6H15NO | ωB97M-V with the def2-TZVPD basis set

Structure (XYZ):
```
23
C6H15NO | OMol25 | ωB97M-V with the def2-TZVPD basis set
C -0.168 1.955 3.067
C -0.025 0.481 2.538
C -1.045 0.327 1.326
N -2.188 -0.524 1.394
O -0.887 0.906 0.308
H -0.289 2.656 2.303
H 0.607 2.223 3.827
H -1.047 1.859 3.703
H 1.051 0.539 2.295
H -0.115 -0.322 3.471
H -2.649 -0.612 0.552
H -2.540 -0.509 2.395
C -0.091 -0.757 -3.472
C 1.221 -0.362 -2.613
C 1.476 -1.230 -1.438
H -0.152 -1.851 -3.643
H -0.067 -0.223 -4.322
H -1.047 -0.353 -2.909
H 2.123 -0.409 -3.288
H 1.143 0.829 -2.312
H 0.631 -1.411 -0.741
H 1.770 -2.252 -1.685
H 2.287 -0.959 -0.755
```

Calculated values
- SMILES string: CCC(N)=O.CCC
- Net charge: 0
- LUMO level: 0.86 eV
- HOMO: -9.7826 eV

natural (NBO) atomic charge list, values in e, 2 entries:
1. C -0.6005
2. C -0.5098

---

Which of them is most stable, and which least? Most stable: P); least stable: Q).

---

P) CH12NO4 | ωB97M-V with the def2-TZVPD basis set

Structure (XYZ):
```
18
CH12NO4 | OMol25 | ωB97M-V with the def2-TZVPD basis set
C 0.840 2.058 -1.420
N 1.477 0.970 -1.528
H 1.149 2.969 -1.920
H -0.030 2.098 -0.765
H 1.222 0.114 -1.000
H 2.271 0.861 -2.155
H -1.879 -3.407 1.799
H -0.614 -2.563 1.739
O -1.434 -2.740 1.261
H 1.285 -2.362 -1.371
H 0.913 -1.802 -0.004
O 1.452 -1.615 -0.783
H -2.816 1.760 -0.150
H -2.098 2.717 0.770
O -1.926 2.052 0.091
H -0.676 -0.555 1.604
H 0.572 -0.042 2.311
O 0.290 -0.513 1.520
```

Calculated values
- Net charge: +1
- LUMO level: -4.37 eV
- HOMO: -14.6651 eV

natural (NBO) atomic charge list, values in e, 2 entries:
1. C 0.1315
2. N -0.5748

---

Q) CH12NO4 | ωB97M-V with the def2-TZVPD basis set

Structure (XYZ):
```
18
CH12NO4 | OMol25 | ωB97M-V with the def2-TZVPD basis set
C -0.120 -0.382 -2.772
N -0.729 -0.440 -1.640
H -0.504 -0.878 -3.626
H 0.795 0.196 -2.713
H -0.827 0.463 -1.055
H -1.309 -1.279 -1.568
H -0.846 -2.401 0.926
H 0.587 -2.479 1.194
O 0.018 -2.145 0.439
H -2.367 2.365 0.912
H -1.283 1.441 1.745
O -1.694 1.658 0.776
H 1.939 -0.085 0.298
H 2.595 0.415 -0.871
O 1.703 0.357 -0.560
H 1.467 1.249 2.528
H 0.384 0.854 3.626
O 0.622 0.820 2.683
```

Calculated values
- Net charge: +1
- LUMO level: -4.92 eV
- HOMO: -14.4987 eV

natural (NBO) atomic charge list, values in e, 2 entries:
1. C 0.1571
2. N -0.5819

---

Which of them is most stable, and which least? Most stable: P); least stable: Q).

---

P) C20H23NO6 | ωB97M-V with the def2-TZVPD basis set

Structure (XYZ):
```
50
C20H23NO6 | OMol25 | ωB97M-V with the def2-TZVPD basis set
C 2.343 3.949 -2.026
O 1.943 2.621 -1.735
C 0.626 2.369 -1.845
O -0.179 3.205 -2.194
C 0.299 0.986 -1.497
C -0.993 0.613 -1.504
N -1.405 -0.666 -1.250
C -2.789 -0.938 -0.970
C -3.070 -0.766 0.541
C -4.570 -0.914 0.870
C -4.901 0.373 1.630
C -3.823 1.326 1.117
O -2.671 0.522 0.970
C -0.456 -1.632 -1.068
C 0.864 -1.369 -1.049
C 1.862 -2.435 -0.984
O 3.059 -2.264 -1.043
O 1.315 -3.668 -0.859
C 2.243 -4.737 -0.787
C 1.393 0.050 -1.049
C 1.853 0.396 0.355
C 0.930 0.686 1.351
C 1.367 0.976 2.632
C 2.714 0.970 2.940
C 3.640 0.667 1.947
O 4.963 0.656 2.274
C 3.205 0.388 0.659
H 1.888 4.645 -1.318
H 3.426 3.968 -1.936
H 2.035 4.228 -3.036
H -1.759 1.329 -1.760
H -3.036 -1.959 -1.271
H -3.406 -0.235 -1.536
H -2.449 -1.483 1.091
H -4.767 -1.806 1.461
H -5.150 -0.977 -0.052
H -5.907 0.735 1.433
H -4.779 0.223 2.703
H -3.575 2.130 1.809
H -4.115 1.764 0.151
H -0.822 -2.646 -0.996
H 2.854 -4.773 -1.692
H 2.903 -4.611 0.074
H 1.654 -5.646 -0.687
H 2.256 0.117 -1.719
H -0.127 0.692 1.131
H 0.646 1.208 3.403
H 3.067 1.191 3.934
H 5.478 0.397 1.499
H 3.924 0.144 -0.111
```

Calculated values
- SMILES string: COC(=O)C1=CN(C[C@@H]2CCCO2)C=C(C(=O)OC)C1c1cccc(O)c1
- Net charge: 0
- LUMO level: 0.46 eV
- HOMO: -7.8960 eV

natural (NBO) atomic charge list, values in e, 2 entries:
1. C -0.2557
2. O -0.5075

---

Q) C20H23NO6 | ωB97M-V with the def2-TZVPD basis set

Structure (XYZ):
```
50
C20H23NO6 | OMol25 | ωB97M-V with the def2-TZVPD basis set
C 3.564 -0.116 -4.015
O 2.457 -0.948 -4.310
C 1.388 -0.813 -3.443
C 0.184 -0.360 -3.964
C -0.911 -0.188 -3.141
C -0.803 -0.445 -1.786
C 0.380 -0.926 -1.246
C 0.519 -1.248 0.228
C 0.207 -2.725 0.499
C -1.267 -3.038 0.418
O -1.729 -4.064 -0.029
N -2.067 -2.080 0.965
C -1.636 -0.839 1.423
C -2.488 -0.058 2.197
C -2.073 1.190 2.627
O -2.828 2.013 3.409
C -4.069 1.546 3.878
C -0.805 1.687 2.261
O -0.401 2.932 2.712
C -1.134 4.033 2.212
C 0.047 0.892 1.486
O 1.295 1.213 1.061
C 1.909 2.438 1.396
C -0.372 -0.384 1.080
C 1.477 -1.145 -2.085
O 2.637 -1.645 -1.527
C 3.109 -2.857 -2.088
H 3.298 0.938 -4.148
H 3.930 -0.263 -2.996
H 4.341 -0.387 -4.727
H 0.134 -0.140 -5.019
H -1.844 0.165 -3.552
H -1.651 -0.275 -1.141
H 1.561 -1.058 0.498
H 0.741 -3.374 -0.194
H 0.527 -2.977 1.515
H -3.054 -2.294 1.029
H -3.460 -0.444 2.457
H -4.456 2.338 4.518
H -4.771 1.371 3.057
H -3.957 0.630 4.466
H -0.637 4.919 2.603
H -1.113 4.055 1.115
H -2.171 4.016 2.551
H 2.923 2.357 1.003
H 1.941 2.595 2.475
H 1.407 3.285 0.921
H 4.022 -3.098 -1.547
H 2.378 -3.661 -1.948
H 3.326 -2.766 -3.155
```

Calculated values
- SMILES string: COc1cccc([C@@H]2CC(=O)Nc3cc(OC)c(OC)c(OC)c32)c1OC
- Net charge: 0
- LUMO level: 0.65 eV
- HOMO: -8.0219 eV

natural (NBO) atomic charge list, values in e, 2 entries:
1. C -0.2533
2. O -0.5254

---

Which of them is most stable, and which least? Most stable: P); least stable: Q).